Entry 1:
Density functional theory data (ωB97M-V/def2-TZVPD) for the molecule C3H7NOS2.

```
14
C3H7NOS2 | the OMol25 dataset | ωB97M-V/def2-TZVPD
S -0.527 0.778 -1.948
S -1.208 0.540 0.950
O 1.017 -1.377 0.994
N 0.742 -0.805 -0.257
C -0.121 0.863 2.418
C 1.695 -1.259 -1.171
C -0.159 0.210 -0.443
H 1.038 -1.626 -2.092
H 2.265 -0.343 -1.579
H 2.180 -2.160 -0.605
H 0.342 -0.006 2.885
H -0.797 1.374 3.180
H 0.212 -2.097 1.199
H 0.686 1.542 2.009
```

Computed properties:
- E_tot: -1044.763491 Eh
- Energy relative to the best compared isomer or geometry (same formula, charge and spin): 364.6 kJ/mol
- Frontier orbital gap: 8.71 eV
- Total charge: 0
- Strongest force on any atom: 0.083 hartree/bohr
- SMILES string: CSC(=S)N(C)O
- HOMO energy: -8.419 eV

Entry 2:
Density functional theory data (ωB97M-V/def2-TZVPD) for a structure of composition C11H19F6NO13S2V.

```
53
C11H19F6NO13S2V | the OMol25 dataset | ωB97M-V/def2-TZVPD
V -1.259 1.229 -0.379
S -0.268 -1.938 -1.933
S -3.660 0.192 -2.892
F -5.216 1.351 -4.706
F -3.538 2.564 -4.100
F 2.089 -3.225 -2.326
F 2.342 -1.388 -1.300
F 1.473 -3.031 -0.238
F -5.289 2.242 -2.763
O 1.817 -2.913 3.025
O 0.031 1.968 -1.872
O -4.763 -0.644 -2.461
O -2.885 -0.350 -3.989
O -0.160 -1.956 -3.373
O -2.898 0.796 -1.790
O -1.778 0.138 0.773
O -0.476 -0.612 -1.314
O -2.057 2.624 -0.110
O -0.128 -2.905 1.918
O -0.103 -2.484 4.100
O -1.112 -2.965 -1.356
O 2.882 1.534 2.541
N 0.741 1.641 0.839
C 1.666 1.290 -0.265
C -1.501 -2.886 2.322
C 2.270 0.261 2.317
C -4.444 1.703 -3.662
C 0.625 -2.806 3.004
C 1.521 -2.462 -1.427
C 1.389 2.108 -1.505
C 4.082 1.378 3.273
C -0.200 2.018 -3.265
C 0.847 0.514 1.813
C -1.422 -2.129 3.644
H 0.241 0.760 2.689
H 4.723 2.252 3.167
H 3.827 1.246 4.328
H 4.652 0.513 2.919
H 1.514 0.280 -0.624
H 1.107 2.484 1.265
H -1.913 -3.883 2.459
H -2.083 -2.283 1.624
H 2.194 -0.250 3.279
H 2.084 1.800 -2.294
H 0.377 -0.397 1.448
H 2.710 1.299 0.045
H -2.159 -2.650 4.258
H 0.053 1.069 -3.740
H -1.602 -1.060 3.596
H -1.240 2.294 -3.435
H 1.701 3.157 -1.390
H 2.871 -0.333 1.627
H 0.326 2.842 -3.765
```

Computed properties:
- E_tot: -3803.126968 Eh
- Frontier orbital gap: 8.87 eV
- Total charge: -1
- Strongest force on any atom: 0.107 hartree/bohr
- HOMO energy: -6.800 eV

Entry 3:
Density functional theory data (ωB97M-V/def2-TZVPD) for a structure of composition C37H45As2N6O8SW.

```
100
C37H45As2N6O8SW | the OMol25 dataset | ωB97M-V/def2-TZVPD
W -0.107 0.600 0.448
As -3.781 -1.417 3.201
As -1.998 -1.230 0.021
S 1.056 -1.746 0.653
O -2.602 -4.565 4.108
O -5.798 -0.930 -1.309
O -6.904 -0.903 2.273
O -4.390 -2.682 -1.450
O -0.821 -4.798 1.802
O -1.110 -2.936 4.250
O -6.415 -2.553 0.897
O -0.847 -4.062 -0.331
N 0.425 0.292 -1.590
N -1.772 1.773 0.328
N -1.328 3.640 -0.902
N 0.692 -1.422 3.209
N 1.113 2.737 1.266
N 0.540 1.645 2.008
C -3.999 -1.153 0.246
C -5.669 3.201 1.001
C -1.903 -2.759 1.286
C -0.672 4.578 -1.740
C -2.006 -3.518 3.668
C -4.776 -1.653 -0.953
C -4.129 1.869 -0.261
C -3.758 -5.100 3.472
C 2.083 0.463 0.012
C -3.352 3.115 1.675
C 2.786 0.662 -2.346
C -5.413 2.340 -0.058
C -4.617 -1.150 1.430
C 2.475 0.703 -3.804
C -2.488 -2.707 2.483
C -2.603 0.172 3.337
C 1.761 0.487 -1.376
C -3.102 2.249 0.603
C -0.939 2.442 -0.478
C -4.650 3.580 1.857
C -0.290 -5.296 -0.810
C -6.671 -1.512 -2.298
C -2.241 3.570 2.573
C 4.090 0.737 -1.880
C -0.755 3.010 -3.733
C 0.200 5.314 -3.850
C -0.432 5.845 -1.211
C -0.374 4.302 -3.083
C 0.447 6.568 -3.323
C -1.779 -1.827 -1.848
C 3.400 0.506 0.427
C 0.128 6.836 -1.993
C -6.085 -1.570 1.500
C -1.111 -3.992 0.962
C 0.343 -0.968 2.031
C -6.524 0.283 2.948
C 4.406 0.673 -0.529
H -7.443 0.856 3.083
H 3.380 0.908 -4.368
H 0.474 -5.665 -0.124
H 2.076 -0.254 -4.143
H 0.425 5.122 -4.887
H -7.044 -2.471 -1.938
H -3.894 1.223 -1.103
H 1.742 1.475 -4.034
H -2.077 0.441 2.409
H -7.488 -0.807 -2.427
H -2.334 -2.739 -2.086
H -0.961 2.220 -3.010
H 4.892 0.818 -2.599
H 0.132 -5.087 -1.790
H -3.679 -6.187 3.524
H 2.136 2.762 1.371
H -1.083 -6.041 -0.898
H -1.339 2.980 2.399
H -6.664 3.585 1.157
H -5.806 0.865 2.362
H 3.673 0.404 1.472
H -4.844 4.260 2.672
H 0.802 1.701 3.004
H -2.138 -1.019 -2.499
H 1.290 -2.239 3.338
H -1.886 -0.050 4.126
H 0.771 3.644 1.611
H 0.024 2.690 -4.420
H -3.838 -4.779 2.429
H -1.657 3.164 -4.329
H -6.140 -1.665 -3.238
H 0.314 7.813 -1.578
H -2.207 3.997 -0.512
H -6.108 0.044 3.940
H 0.199 0.319 -2.589
H 5.434 0.730 -0.208
H -0.712 -1.993 -2.020
H -4.644 -4.777 4.029
H 0.868 7.343 -3.944
H -2.528 3.481 3.618
H -2.015 4.622 2.396
H 0.237 -1.127 4.068
H -6.206 2.058 -0.732
H -3.216 1.008 3.673
H -0.692 6.052 -0.183
```

Computed properties:
- E_tot: -7303.020973 Eh
- Frontier orbital gap: 3.88 eV
- Total charge: +3
- Strongest force on any atom: 0.096 hartree/bohr
- HOMO energy: -15.807 eV

Entry 4:
Density functional theory data (ωB97M-V/def2-TZVPD) for the ion C6H7N2O2 with charge +1.

```
17
C6H7N2O2 | the OMol25 dataset | ωB97M-V/def2-TZVPD
O 2.190 1.797 0.274
O 2.500 -0.443 0.176
N 0.429 -1.190 -0.050
N -0.876 0.728 0.041
C -1.329 2.046 -0.060
C 1.772 0.684 0.165
C 0.367 0.200 -0.030
C -0.886 -1.485 -0.126
C 1.794 -1.637 0.078
C -1.656 -0.355 -0.079
H -0.995 2.429 -1.042
H -2.436 2.054 0.179
H 2.101 -2.297 -0.703
H -0.793 2.630 0.605
H -2.742 -0.252 -0.333
H 1.798 -2.392 0.996
H -1.238 -2.517 -0.090
```

Computed properties:
- E_tot: -492.401838 Eh
- Energy relative to the best compared isomer or geometry (same formula, charge and spin): 0.0 kJ/mol
- Spin multiplicity: 3
- Frontier orbital gap (spin up / spin down): 7.32 / 6.65 eV
- Total charge: +1
- Strongest force on any atom: 0.134 hartree/bohr
- HOMO energy (spin up / spin down): -11.047 / -14.885 eV

Entry 5:
Density functional theory data (ωB97M-V/def2-TZVPD) for a structure of composition ClH6O3Zn.

```
11
ClH6O3Zn | the OMol25 dataset | ωB97M-V/def2-TZVPD
Zn -1.242 1.214 -1.959
Cl -0.300 0.130 -0.843
O 1.140 -0.603 1.085
O 1.215 1.668 0.412
O -2.007 -1.654 -0.120
H 0.562 -0.423 0.344
H -1.352 -0.955 -0.103
H -2.844 -1.201 -0.016
H 2.026 1.220 0.652
H 0.779 1.068 -0.193
H 2.023 -0.464 0.741
```

Computed properties:
- E_tot: -2468.288746 Eh
- Energy relative to the best compared isomer or geometry (same formula, charge and spin): 606.9 kJ/mol
- Frontier orbital gap: 4.80 eV
- Total charge: +1
- Strongest force on any atom: 0.161 hartree/bohr
- HOMO energy: -14.218 eV

Entry 6:
Density functional theory data (ωB97M-V/def2-TZVPD) for a cluster of 8 separate species, C46H51N4O10 in total.

```
111
C46H51N4O10 | the OMol25 dataset | ωB97M-V/def2-TZVPD
O 2.028 1.168 -8.747
O -2.341 1.377 2.062
O 6.618 0.199 -5.271
O -0.969 -1.007 6.975
O -5.122 -3.353 3.101
O -0.944 2.755 0.023
O 4.484 1.613 -0.164
O -4.481 3.985 -4.125
O -2.844 0.639 -6.127
O -2.351 2.965 10.537
N 3.503 -3.519 3.805
N 0.703 -0.586 2.375
N -0.360 -3.899 -2.747
N 1.046 -0.928 0.286
C 4.462 -1.582 2.673
C -3.225 4.650 -2.284
C -2.352 4.304 -1.169
C 5.942 0.267 -1.569
C -1.579 0.621 -8.109
C -1.431 -1.956 -3.732
C -1.955 1.957 9.704
C -1.828 3.066 -0.981
C 4.521 1.831 -2.484
C -2.258 -0.417 8.960
C -3.643 3.645 -3.151
C -1.668 0.794 -6.652
C -1.430 -4.103 -1.979
C -0.364 -2.847 -3.641
C 1.514 0.353 -1.816
C 3.998 -2.230 3.807
C 0.184 -1.920 0.641
C -4.601 -2.156 2.875
C 5.075 1.254 -1.353
C -3.300 2.307 -2.892
C -0.357 0.700 -8.886
C 6.549 -0.074 -2.817
C -3.202 -0.191 3.574
C -3.717 -0.405 1.191
C 4.353 -2.245 1.437
C -1.197 2.244 8.612
C -0.942 1.234 7.689
C 0.804 1.062 -6.730
C 1.440 -0.155 1.299
C 5.099 1.524 -3.954
C 1.815 -0.814 -0.941
C 0.769 0.965 -8.161
C 6.079 0.576 -3.993
C -2.509 0.700 9.927
C 0.787 -0.127 3.799
C -0.137 -1.693 1.961
C -3.245 0.314 2.306
C -2.311 1.964 -1.763
C 3.869 -3.591 1.358
C -2.444 -2.166 -2.782
C -4.400 -1.730 1.578
C -1.422 -0.078 7.851
C -0.425 1.046 -5.947
C -2.519 -3.269 -2.081
C -3.956 -1.430 3.912
C 3.447 -4.096 2.544
H -2.354 0.485 -8.932
H -3.628 5.689 -2.259
H 3.772 -1.939 4.850
H -3.223 0.522 10.700
H -1.388 -1.028 -4.383
H -1.948 1.187 -1.487
H -2.920 -1.342 9.040
H -4.121 -1.773 4.874
H 1.644 -1.857 -1.386
H -1.967 5.206 -0.556
H -3.534 0.039 0.197
H 6.922 -0.656 -5.084
H 1.590 1.340 -1.316
H -5.790 -3.127 3.637
H -3.326 -1.389 -2.695
H 2.752 -0.715 -0.466
H 0.522 -2.615 -4.355
H -3.518 0.696 -6.699
H -4.972 4.772 -4.091
H -4.762 -2.237 0.631
H -0.409 0.531 -9.845
H 1.829 1.025 -6.101
H 6.394 -0.268 -0.791
H -0.222 -2.629 -0.068
H 2.241 2.044 -8.816
H 4.802 2.033 -4.820
H -3.100 2.949 11.160
H -2.650 0.432 4.245
H 3.896 2.455 -0.249
H -3.365 -3.613 -1.472
H 4.689 -0.608 2.701
H 1.767 -0.181 4.070
H 3.601 -4.165 0.494
H 0.537 0.338 -2.282
H 3.683 2.554 -2.612
H -1.215 -1.775 7.339
H -0.822 3.193 8.641
H 1.999 0.297 -2.561
H -0.267 1.434 6.812
H 0.009 3.218 0.023
H 0.248 0.905 4.125
H 2.738 -5.101 2.526
H 2.445 0.352 1.431
H -0.479 1.121 -4.941
H -3.623 1.621 -3.574
H -1.483 -4.916 -1.287
H -0.703 -2.155 2.845
H 4.739 -1.735 0.567
H -2.057 1.633 1.058
H 7.535 -0.746 -2.873
H 0.230 -1.017 4.222
```

Computed properties:
- E_tot: -2754.147423 Eh
- Energy relative to the best compared isomer or geometry (same formula, charge and spin): 224.6 kJ/mol
- Frontier orbital gap: 7.23 eV
- Total charge: +1
- Strongest force on any atom: 0.295 hartree/bohr
- HOMO energy: -9.841 eV